[1]
A 10-piece molecular cluster, C39H80B2N2O14 overall at a distorted geometry, computed with wB97M-V/def2-TZVPD.

Output
max |F| = 0.0655 Eh/bohr
HOMO-LUMO gap = 9.548 eV
total energy = -2746.59050 hartree

```
137
C39H80B2N2O14, DFT wB97M-V/def2-TZVPD
C -0.61214 -3.86787 -0.81130
C -1.30955 -2.45271 -0.99354
O -2.56327 -2.50937 -1.74894
B -2.72309 -1.16089 -2.24051
O -2.41760 -0.96978 -3.65040
C -3.24885 0.09651 -1.36689
C -2.20969 1.03144 -0.59548
C -1.14597 1.77751 -1.52562
C 0.19023 1.95836 -0.62813
C 1.18456 0.71453 -0.71749
C 1.60880 0.30586 -2.19381
O 3.03977 0.07185 -2.21516
C 3.44034 -0.37148 -3.52718
C -4.48609 0.74507 -2.14537
C -5.81040 0.04945 -1.57635
B -6.92285 -0.55353 -2.59466
N -7.95011 -1.49429 -2.00593
O -7.02841 -0.23399 -4.00143
N -5.22097 -1.14549 -0.85595
C -4.07713 -0.57777 -0.13995
O -3.79860 -0.55086 1.06425
H -1.02204 -4.36286 0.13502
H -0.80749 -4.55701 -1.68826
H 0.50927 -3.73107 -0.71298
H -0.58270 -1.78375 -1.57028
H -1.55719 -1.98779 0.01319
H -1.52678 -0.56515 -3.70098
H -1.61265 0.35019 0.10497
H -2.81699 1.73844 0.06905
H -0.94514 1.25721 -2.50980
H -1.53706 2.84234 -1.67791
H -0.10818 2.05116 0.47479
H 0.71412 2.93615 -0.88654
H 2.13117 0.99140 -0.13204
H 0.72314 -0.16983 -0.15596
H 1.30506 1.12319 -2.93855
H 1.08151 -0.65113 -2.53108
H 4.00666 -1.36881 -3.50127
H 4.17382 0.37372 -3.99620
H 2.57652 -0.51474 -4.25042
H -4.65680 1.85003 -1.88398
H -4.44064 0.80042 -3.28539
H -6.42017 0.61384 -0.78905
H -8.52963 -0.99964 -1.31012
H -7.50362 -2.25755 -1.48299
H -6.72904 -1.04469 -4.46862
H -5.81051 -1.55576 -0.11518
C -12.89903 -2.46783 -2.63275
C -11.47586 -2.62355 -2.16581
O -10.94037 -1.77622 -1.48044
C -10.74258 -3.87040 -2.58171
H -13.30128 -1.52468 -2.25881
H -12.93298 -2.45493 -3.72407
H -13.50895 -3.28666 -2.24590
H -10.68090 -3.91939 -3.67066
H -11.25702 -4.75166 -2.19252
H -9.73061 -3.84690 -2.17484
C -2.05228 6.78345 -3.43117
C -1.12740 5.63321 -3.72287
O -0.78573 4.85738 -2.85004
C -0.63961 5.47857 -5.13961
H -2.32212 6.77113 -2.37396
H -1.55452 7.72374 -3.65305
H -2.96284 6.68788 -4.02650
H -0.07736 6.36567 -5.43804
H -1.48772 5.32600 -5.81010
H 0.01789 4.60948 -5.20320
C -4.51859 10.26328 -2.33865
C -3.06349 10.43194 -2.68580
O -2.40176 9.50055 -3.10139
C -2.46007 11.79858 -2.49831
H -4.81705 9.22976 -2.52273
H -4.67762 10.49088 -1.28270
H -5.12817 10.92030 -2.96225
H -2.52790 12.09421 -1.44942
H -2.97844 12.52358 -3.12903
H -1.40802 11.77220 -2.78719
C 3.91674 -5.56007 -0.78928
C 3.87583 -4.05777 -0.88742
O 2.85534 -3.43735 -0.65503
C 5.14538 -3.35582 -1.28296
H 2.93284 -5.93058 -0.49507
H 4.17691 -5.98896 -1.75919
H 4.64545 -5.86329 -0.03478
H 5.46011 -3.68720 -2.27524
H 5.92739 -3.56147 -0.55038
H 4.96802 -2.27852 -1.31298
C 9.05303 -4.88064 1.65465
C 8.93361 -4.01158 0.43373
O 7.84736 -3.65734 0.01121
C 10.20983 -3.59435 -0.24747
H 8.05725 -5.10261 2.03997
H 9.54589 -5.82013 1.39412
H 9.61845 -4.35927 2.42856
H 10.75317 -4.47679 -0.59085
H 10.82721 -3.01584 0.44264
H 9.97209 -2.97107 -1.11171
C 9.08657 -5.52608 5.57932
C 10.35044 -4.72314 5.42644
O 10.90424 -4.61597 4.34908
C 10.90222 -4.05734 6.65925
H 8.80579 -5.94666 4.61250
H 9.24947 -6.34465 6.28387
H 8.27687 -4.88252 5.92869
H 11.14517 -4.81065 7.41134
H 10.17297 -3.34856 7.05684
H 11.81312 -3.51456 6.40041
C -9.02527 2.00668 -2.16876
C -8.97414 2.91366 -0.96829
O -7.92225 3.37099 -0.56715
C -10.27750 3.23155 -0.28442
H -8.01494 1.86596 -2.55847
H -9.42989 1.03331 -1.88170
H -9.64131 2.45661 -2.94955
H -10.73728 2.31253 0.08494
H -10.94975 3.73617 -0.98134
H -10.08938 3.89387 0.56235
C 7.13031 -1.60108 2.70786
C 6.59958 -2.56310 3.73690
O 6.84935 -3.75305 3.68083
C 5.74681 -1.99527 4.83952
H 7.72589 -2.14653 1.97564
H 6.30054 -1.11466 2.19089
H 7.76479 -0.85409 3.18994
H 4.85597 -1.52650 4.41607
H 6.32021 -1.26627 5.41546
H 5.43488 -2.80022 5.50699
C 3.55526 -0.11754 8.78783
C 5.01506 0.05094 8.46004
O 5.67867 -0.87612 8.03975
C 5.62041 1.41321 8.67324
H 3.25586 -1.14739 8.58612
H 3.38444 0.09624 9.84489
H 2.95506 0.54987 8.16613
H 5.54114 1.69478 9.72519
H 5.11170 2.14841 8.04645
H 6.67576 1.38743 8.39638
```

[2]
A 9-piece molecular cluster, C39H80Cl8NO6P overall at a distorted geometry, computed with wB97M-V/def2-TZVPD.

Output
multiplicity = 2
max |F| = 0.0719 Eh/bohr
HOMO-LUMO gap (alpha / beta) = 1.569 / 5.668 eV
total energy = -6062.75829 hartree
total charge = -1

```
135
C39H80Cl8NO6P, DFT wB97M-V/def2-TZVPD
C 8.93210 -10.18988 -9.83757
C 10.33091 -10.30690 -9.35782
C 11.20385 -11.42105 -9.95993
C 12.61719 -11.37532 -9.54124
P 13.76458 -12.74400 -10.24034
C 12.98107 -14.40455 -10.63463
C 12.03319 -14.60093 -11.96181
C 11.47592 -16.04720 -12.19219
C 11.06072 -16.17664 -13.69730
C 15.52353 -12.78171 -9.51207
C 16.13142 -11.43780 -9.03148
C 17.27763 -11.57215 -7.92423
C 18.39956 -12.56010 -8.36639
C 14.05233 -12.05126 -11.84370
C 15.07130 -12.81016 -12.77481
C 15.27885 -12.13950 -14.10239
C 16.63004 -12.17333 -14.71681
H 8.78747 -9.85306 -10.86410
H 8.51547 -9.41723 -9.19141
H 8.30027 -11.07220 -9.73561
H 10.34376 -10.52891 -8.29075
H 10.79563 -9.32880 -9.48213
H 11.10745 -11.37526 -11.04470
H 10.77211 -12.36378 -9.62383
H 12.70162 -11.47597 -8.45918
H 13.00158 -10.41359 -9.88097
H 12.43788 -14.77931 -9.76711
H 13.83547 -15.07909 -10.69025
H 12.75568 -14.43510 -12.76095
H 11.23579 -13.86194 -12.04021
H 10.74209 -16.20049 -11.40093
H 12.26556 -16.75673 -11.94494
H 11.83315 -15.75948 -14.34339
H 10.15935 -15.60180 -13.90984
H 10.83539 -17.21583 -13.93690
H 16.06638 -13.59316 -9.99681
H 15.40423 -13.40950 -8.62903
H 15.29848 -10.92054 -8.55527
H 16.54926 -10.84060 -9.84194
H 16.83548 -11.97181 -7.01160
H 17.65165 -10.56113 -7.76288
H 18.00732 -13.56241 -8.53844
H 19.20215 -12.51045 -7.63053
H 18.72525 -12.30295 -9.37431
H 14.53972 -11.14916 -11.47390
H 13.11049 -11.82646 -12.34421
H 14.83821 -13.86391 -12.92777
H 16.06784 -12.80030 -12.33333
H 14.94149 -11.10724 -14.00890
H 14.64665 -12.65968 -14.82198
H 17.43238 -11.86014 -14.04878
H 16.76480 -11.49510 -15.55938
H 16.99956 -13.10840 -15.13775
C 18.34247 -15.77587 -0.74789
C 18.79854 -16.60026 -1.86763
C 18.10430 -17.95532 -1.96635
C 17.29857 -18.04767 -3.35079
N 16.48976 -19.41844 -3.51135
C 17.35904 -20.72626 -3.43442
C 16.71551 -21.75140 -4.36216
C 16.17769 -20.93243 -5.46507
C 15.76355 -19.48758 -4.89872
C 15.32481 -19.47089 -2.45271
H 17.32158 -15.42914 -0.90809
H 18.92842 -14.86399 -0.63284
H 18.27745 -16.18900 0.25867
H 19.87189 -16.77555 -1.79476
H 18.75963 -16.00474 -2.77974
H 17.57489 -18.29446 -1.07595
H 18.87268 -18.72738 -2.00643
H 17.93468 -17.94328 -4.22974
H 16.49076 -17.32004 -3.42903
H 17.60479 -20.93048 -2.39230
H 18.27498 -20.41684 -3.93786
H 15.92354 -22.28498 -3.83662
H 17.53464 -22.44935 -4.53529
H 15.27937 -21.33645 -5.93185
H 16.98467 -20.75120 -6.17503
H 14.69867 -19.36940 -4.69831
H 16.01289 -18.59629 -5.47452
H 15.81379 -19.53399 -1.48058
H 14.68178 -20.30540 -2.73233
H 14.68450 -18.59051 -2.50772
O 14.26211 -16.56554 -4.57919
C 13.38415 -15.77506 -5.39902
C 13.80700 -14.62583 -6.37754
O 12.98620 -13.70882 -7.01625
H 12.66489 -15.21654 -4.79999
H 12.77609 -16.43459 -6.01823
H 14.45918 -15.22293 -7.01490
H 14.48958 -13.94168 -5.87342
O 7.43831 -17.01495 -9.04697
C 8.33888 -16.75369 -8.27560
O 8.95424 -15.52626 -8.49888
C 10.07790 -15.45086 -7.59577
C 9.86316 -16.51973 -6.56388
C 9.03256 -17.60818 -7.22879
H 10.15427 -14.40257 -7.30707
H 11.02252 -15.78957 -8.02129
H 9.28370 -16.12972 -5.72708
H 10.71905 -16.93330 -6.03048
H 8.18588 -18.03872 -6.69411
H 9.59532 -18.22568 -7.92885
O 12.78533 -21.70949 -4.65679
C 12.08089 -20.81685 -4.15598
O 11.99726 -20.73978 -2.83584
C 11.02703 -19.76008 -2.42811
C 10.93659 -18.82380 -3.59010
C 11.29528 -19.70098 -4.83016
H 11.63945 -19.25475 -1.68133
H 10.13020 -20.22441 -2.01800
H 11.64415 -18.02005 -3.38652
H 9.89447 -18.50616 -3.62484
H 11.85390 -19.20491 -5.62386
H 10.44528 -20.27103 -5.20522
C 14.85940 -14.65844 -1.64124
Cl 15.80780 -13.18917 -1.29133
Cl 14.21205 -15.35220 -0.18633
H 14.13830 -14.51321 -2.44563
H 15.49196 -15.40409 -2.12288
C 13.51996 -10.79579 -5.52461
Cl 12.20789 -9.74197 -5.77848
Cl 14.80348 -9.86655 -4.60989
H 13.11104 -11.69745 -5.06865
H 13.90999 -11.07135 -6.50441
C 12.87831 -17.92857 -8.44360
Cl 12.12780 -18.50536 -9.95908
Cl 13.73471 -19.25912 -7.51395
H 13.60694 -17.14702 -8.65896
H 12.11456 -17.64523 -7.71937
C 17.34215 -14.75783 -5.55192
Cl 18.66076 -15.71274 -6.23280
Cl 18.04866 -13.45062 -4.57712
H 16.74152 -14.15224 -6.23059
H 16.79576 -15.46294 -4.92552
```